(1)
Below is C29H36N6O5ReSi as an isolated structure, with properties calculated with ωB97M-V/def2-TZVPD.

```
78
Properties=species:S:1:pos:R:3:forces:R:3
Re -0.01875 -0.22904 -0.12258 -0.37 -0.14 0.62
O 1.19082 2.38280 2.82005 0.00 0.07 -0.02
C 1.30095 1.34476 2.24701 -0.09 -0.03 -0.04
O 0.50783 1.08049 1.16719 0.18 0.10 -0.14
C 2.24303 0.26470 2.66806 0.00 -0.04 0.03
C 3.00761 0.46406 3.81822 0.02 -0.01 0.04
C 3.86255 -0.52857 4.27245 0.02 0.00 0.02
C 3.96536 -1.73993 3.59808 0.03 -0.02 0.02
C 3.20346 -1.91285 2.45924 0.03 -0.08 -0.07
C 2.35914 -0.93107 1.98725 0.00 0.03 -0.06
N 3.27022 -3.17852 1.70031 -0.12 -0.05 0.07
O 2.52964 -3.28292 0.72218 0.09 0.07 -0.02
O 4.02169 -4.03374 2.08238 -0.01 0.08 -0.05
H 2.91627 1.40236 4.34896 0.00 0.00 -0.01
H 4.45371 -0.36232 5.16265 -0.02 -0.01 -0.01
H 4.61520 -2.53208 3.94356 0.00 0.02 -0.01
H 1.83063 -1.15168 1.06879 0.00 -0.05 0.00
C -3.32366 4.88560 -0.30493 0.00 0.00 0.02
C -3.91990 3.94282 -1.12943 -0.01 -0.05 0.01
C -3.19824 2.82921 -1.53944 -0.03 0.00 0.11
C -1.87118 2.65627 -1.12668 -0.04 0.17 0.00
C -1.28364 3.61514 -0.29093 -0.04 0.01 0.02
C -2.00803 4.72147 0.11784 0.01 -0.02 0.03
Si -0.90276 1.29491 -1.87923 -0.23 0.14 -0.30
C 0.58195 1.80050 -2.84825 0.14 -0.03 0.05
C 0.46184 1.97141 -4.23030 0.12 -0.09 -0.07
C 1.53970 2.43441 -4.97256 -0.04 -0.02 -0.01
C 2.74379 2.72905 -4.34605 0.01 -0.01 -0.01
C 2.87481 2.57442 -2.97211 -0.01 0.00 0.00
C 1.79695 2.11342 -2.23013 0.03 0.10 0.11
H -3.88503 5.75537 0.01012 0.01 0.00 0.00
H -4.94180 4.07636 -1.45860 0.00 0.01 0.00
H -3.67197 2.09882 -2.18817 0.03 0.04 -0.02
H -0.26293 3.49377 0.05706 -0.01 0.02 -0.05
H -1.54956 5.45919 0.76322 -0.01 -0.01 -0.01
H -1.81978 0.43298 -2.66403 0.05 -0.08 -0.01
H -0.47248 1.74739 -4.73412 0.03 0.00 0.01
H 1.43758 2.57209 -6.04104 0.00 0.00 0.01
H 3.58008 3.09142 -4.92959 -0.02 0.01 0.01
H 3.80423 2.83639 -2.48225 -0.01 -0.02 0.00
H 1.89657 2.04674 -1.14654 0.00 -0.01 -0.05
C -2.32464 0.87495 1.72610 -0.09 -0.08 0.07
N -3.46695 0.53024 2.51517 0.05 -0.10 -0.05
C -4.49553 -0.08275 1.67157 0.02 -0.01 0.00
N -3.99708 -1.32742 1.06407 0.07 0.04 0.11
C -2.86296 -1.03025 0.24405 -0.03 0.02 0.10
N -1.73799 -0.39502 1.06672 0.22 0.06 -0.18
C -1.40281 -1.37082 2.20368 -0.11 0.01 0.00
N -2.56267 -1.65991 2.98834 -0.06 0.06 -0.07
C -3.08309 -0.41135 3.56828 0.00 0.00 -0.01
C -3.60162 -2.25158 2.13449 0.00 0.03 -0.01
H -1.54179 1.31661 2.33694 0.02 -0.01 0.02
H -2.58919 1.56079 0.92487 -0.02 -0.03 -0.01
H -4.78755 0.61505 0.88588 0.01 0.00 -0.01
H -5.36813 -0.31334 2.27932 -0.01 0.00 0.00
H -3.13129 -0.32352 -0.54204 0.00 0.03 0.01
H -2.46735 -1.94747 -0.20122 0.01 -0.01 -0.01
H -0.63006 -0.90315 2.81546 0.01 0.02 0.01
H -1.01376 -2.28881 1.75195 0.00 -0.01 -0.01
H -2.32040 0.04123 4.20277 0.01 0.00 0.00
H -3.95332 -0.64406 4.17849 -0.01 -0.01 0.01
H -4.47245 -2.47812 2.74579 -0.01 -0.01 0.01
H -3.23110 -3.18053 1.69811 0.01 0.00 -0.01
C 3.26272 -1.27487 -2.12482 -0.01 -0.04 0.01
N 2.45192 -2.49058 -2.21231 0.23 -0.06 -0.14
C 3.16378 -3.69036 -2.69496 -0.02 0.07 0.00
C 1.19579 -2.55379 -1.91156 -0.59 0.21 0.24
C 0.41084 -3.80806 -2.08028 0.04 -0.04 0.01
O 0.55139 -1.50394 -1.46853 0.63 -0.26 -0.36
H 3.69222 -1.07226 -3.10480 0.02 -0.02 0.00
H 4.06396 -1.43823 -1.40539 0.00 0.00 0.01
H 2.66408 -0.42208 -1.83688 -0.09 0.08 0.01
H 4.22853 -3.51205 -2.58498 0.01 0.01 0.00
H 2.93855 -3.86623 -3.74609 -0.01 0.01 0.00
H 2.89503 -4.55733 -2.10041 0.00 -0.01 0.02
H 0.49161 -4.17536 -3.10385 0.01 -0.02 0.02
H -0.63316 -3.62169 -1.84947 0.00 0.01 -0.01
H 0.79854 -4.57952 -1.41209 -0.02 0.00 0.01
```
Forces are in eV/Å.

Results
energy relative to the best compared isomer or geometry (same formula, charge and spin): 0.0 kcal per mole
net charge: +2
calculated total energy: -2198.538473 a.u.
2S+1: 4

Löwdin atomic charge list, values in e, 6 entries:
1. Re 1.498
2. O 0.171
3. C -0.492
4. O -0.282
5. C -0.118
6. C 0.037



(2)
Below is CHIS2 as an isolated structure in a non-equilibrium geometry, with properties calculated with ωB97M-V/def2-TZVPD.

```
5
Properties=species:S:1:pos:R:3:forces:R:3
C 0.86161 -0.41626 -0.53444 2.16 -0.04 -0.90
S 1.43652 0.57528 -1.70886 -1.42 -0.86 1.44
S -2.95493 1.56323 1.91308 -0.02 0.02 0.02
I -0.98005 -0.53828 0.54744 0.78 0.19 -0.63
H 1.63685 -1.18397 -0.21722 -1.50 0.69 0.07
```
Forces are in eV/Å.

Results
energy relative to the best compared isomer or geometry (same formula, charge and spin): 0.2 kcal per mole
calculated total energy: -1132.633695 a.u.
2S+1: 3

Here is what Löwdin gives for the atomic charges, in e:
1. C -1.211
2. S 0.574
3. S -0.066
4. I 0.719
5. H -0.016



(3)
Below is C33H63GeN6O5PdSe as an isolated structure, with properties calculated with ωB97M-V/def2-TZVPD.

```
110
Properties=species:S:1:pos:R:3:forces:R:3
Pd 0.16470 0.11821 0.29457 0.35 -0.28 0.78
C -2.15105 2.32799 1.26975 -0.02 -0.05 0.03
C -1.88893 2.73432 -0.16927 0.00 -0.02 -0.04
C -1.38897 4.16822 -0.25395 0.02 0.02 0.03
C -3.10652 2.52511 -1.05018 -0.03 -0.01 -0.03
O -0.85256 1.82929 -0.70899 -0.16 0.10 0.05
Ge 0.86988 2.36636 -1.04426 0.04 0.16 -0.11
O 1.35834 0.72006 -1.57063 0.03 -0.06 -0.27
C 1.35877 0.18307 -2.95096 -0.02 0.07 0.05
C 0.09585 -0.64867 -3.09774 -0.02 -0.01 -0.02
C 1.37478 1.35830 -3.91343 0.00 0.02 0.00
C 2.61332 -0.65976 -3.06200 0.02 -0.03 -0.02
O 1.28834 2.03062 0.69403 0.26 0.11 -0.08
C 2.68293 2.18538 1.20586 -0.08 -0.01 0.00
C 3.26580 3.41816 0.53588 0.00 0.04 0.02
C 3.47890 0.93748 0.86900 0.04 0.00 0.00
C 2.54130 2.38113 2.70499 -0.01 -0.01 0.02
H -2.95168 2.93666 1.69032 0.01 0.00 0.01
H -2.46187 1.27786 1.32256 -0.02 0.01 -0.02
H -1.26064 2.46569 1.88556 0.01 0.02 -0.02
H -2.15358 4.86437 0.09152 -0.02 -0.02 -0.01
H -0.51449 4.32202 0.38630 0.00 -0.01 -0.01
H -1.15385 4.44187 -1.28634 0.00 0.00 0.00
H -3.95010 3.10854 -0.68010 0.00 0.00 0.00
H -2.90486 2.83082 -2.07656 0.01 0.01 0.00
H -3.38262 1.46675 -1.06252 0.00 -0.01 0.03
H -0.79159 -0.03939 -2.90449 0.01 0.01 -0.01
H 0.02692 -1.03747 -4.11398 0.00 -0.02 0.01
H 0.12246 -1.49737 -2.40769 0.01 0.01 0.01
H 0.46832 1.96735 -3.81013 0.00 -0.01 0.00
H 2.25768 1.98133 -3.75346 0.00 0.00 0.00
H 1.40727 1.01112 -4.94579 0.01 -0.01 0.00
H 2.62239 -1.43958 -2.29934 -0.01 0.00 0.00
H 2.65457 -1.13885 -4.04035 0.00 0.00 0.00
H 3.50690 -0.04624 -2.94998 -0.01 0.01 0.00
H 3.37432 3.26638 -0.54615 -0.01 0.00 0.00
H 2.65278 4.30131 0.72455 0.00 0.00 0.01
H 4.26721 3.62227 0.91474 0.00 -0.02 0.01
H 3.71157 0.86797 -0.19295 -0.03 0.01 -0.01
H 4.41693 0.94703 1.42463 0.02 0.00 -0.03
H 2.93583 0.03349 1.15814 0.00 0.01 0.04
H 1.77620 3.12271 2.93282 0.02 0.02 -0.01
H 2.29796 1.44048 3.20724 -0.03 0.00 -0.01
H 3.48429 2.72892 3.12569 0.01 -0.03 0.01
N -0.02876 -0.40712 2.48305 -0.03 0.21 -0.02
C 0.78038 -1.64280 2.62461 0.00 -0.06 0.07
C 0.78114 -2.27156 4.02014 0.05 -0.04 -0.04
C -0.49847 -2.88480 4.59700 0.00 -0.01 0.01
C -0.87378 -4.28886 4.10211 0.01 -0.01 0.02
N 0.25210 -5.21398 4.03470 -0.02 -0.02 -0.01
C 0.60884 -6.11165 4.95216 0.01 0.02 0.03
N 1.59317 -6.96652 4.68331 0.01 0.00 -0.01
N -0.00167 -6.17439 6.13367 0.01 0.01 -0.01
C 0.43404 -2.58814 1.46301 -0.10 0.12 -0.07
O 0.55357 -3.79031 1.57062 -0.05 -0.04 0.06
O 0.04309 -1.99279 0.36442 -0.11 -0.04 -0.23
H 0.38130 0.35523 3.01750 -0.01 -0.03 0.04
H -0.96887 -0.53944 2.84560 -0.01 -0.02 -0.05
H 1.81775 -1.34050 2.44832 -0.01 0.00 -0.11
H 1.12970 -1.50046 4.71107 -0.02 0.01 0.01
H 1.56814 -3.02776 4.02031 0.02 0.01 0.01
H -1.36807 -2.23452 4.45167 0.00 0.00 -0.01
H -0.35633 -2.92691 5.67916 -0.01 0.02 0.00
H -1.29091 -4.25740 3.09772 0.01 0.03 0.00
H -1.65044 -4.70994 4.74200 0.00 -0.01 -0.01
H 0.78744 -5.15296 3.17756 -0.01 -0.01 -0.01
H 2.02403 -7.00049 3.77494 -0.01 -0.01 0.00
H 1.92982 -7.61596 5.37541 0.01 0.01 0.00
H -0.66285 -5.47780 6.42598 0.00 0.00 0.00
H 0.25312 -6.87442 6.81166 -0.01 -0.01 -0.01
C -2.60660 -6.54582 1.11318 -0.01 0.00 0.00
C -2.87457 -5.31402 0.25629 -0.01 0.01 0.01
C -3.15802 -5.68366 -1.19592 0.01 -0.01 -0.01
C -3.25144 -4.48819 -2.12994 -0.05 0.10 -0.02
N -4.37294 -3.58074 -1.77324 0.03 -0.08 0.10
C -4.26576 -2.43074 -1.04012 -0.03 -0.16 -0.19
Se -2.63740 -1.78890 -0.44847 -0.18 -0.04 0.07
N -5.49479 -1.89239 -0.86547 0.03 0.03 0.04
C -5.79441 -0.62933 -0.14427 -0.01 -0.03 -0.05
C -5.46187 -0.66015 1.34254 -0.02 0.01 0.00
C -6.42574 -1.45367 2.22316 0.01 -0.01 -0.01
C -6.38333 -2.96529 2.02148 0.00 -0.02 -0.01
C -6.41322 -2.69562 -1.49003 -0.05 0.00 -0.02
C -7.79106 -2.59436 -1.62492 0.06 0.02 0.02
C -8.39518 -3.60116 -2.34344 0.00 -0.05 -0.03
C -7.65455 -4.70028 -2.92833 -0.02 0.02 0.01
C -6.30095 -4.81126 -2.79928 -0.02 -0.01 0.01
C -5.67726 -3.79160 -2.06592 0.02 0.04 -0.06
H -2.41468 -6.26980 2.15010 -0.01 0.00 0.00
H -1.73911 -7.09312 0.74391 0.00 0.00 -0.01
H -3.45920 -7.22556 1.10597 0.00 0.00 0.00
H -2.00249 -4.64628 0.29507 0.02 -0.02 -0.01
H -3.72619 -4.76168 0.67447 0.01 0.01 -0.01
H -4.07354 -6.27854 -1.26547 0.01 -0.01 0.01
H -2.35513 -6.31591 -1.58217 0.00 0.01 -0.01
H -3.40822 -4.77223 -3.16998 0.02 -0.04 0.01
H -2.33840 -3.88677 -2.09639 0.00 0.00 -0.01
H -6.85732 -0.44897 -0.29153 0.01 0.04 0.00
H -5.25937 0.16318 -0.66865 0.04 0.00 0.01
H -5.45056 0.38552 1.65862 -0.01 -0.01 0.02
H -4.43945 -1.03308 1.49370 0.02 0.03 -0.01
H -7.44132 -1.07785 2.07228 0.00 -0.01 -0.01
H -6.18270 -1.22870 3.26244 -0.01 0.00 0.00
H -6.78509 -3.27654 1.05427 -0.01 0.00 0.01
H -6.98428 -3.47012 2.77593 0.01 0.01 0.01
H -5.36144 -3.34915 2.10757 0.00 0.01 0.00
H -8.36712 -1.78340 -1.20345 0.00 0.00 0.00
H -9.46810 -3.58208 -2.48919 0.00 0.01 0.00
H -8.20932 -5.44486 -3.48478 0.00 0.00 0.00
H -5.74796 -5.62922 -3.23880 0.00 0.00 0.00
```
Forces are in eV/Å.

Results
energy relative to the best compared isomer or geometry (same formula, charge and spin): 26.1 kcal per mole
net charge: +4
calculated total energy: -6604.869584 a.u.
2S+1: 6

Löwdin atomic charge list, values in e, 6 entries:
1. Pd 1.131
2. C -0.028
3. C -0.639
4. C -0.037
5. C -0.012
6. O -0.350



(4)
Below is C16H48AsF6N5O7 as an isolated structure in a non-equilibrium geometry, with properties calculated with ωB97M-V/def2-TZVPD.

```
83
Properties=species:S:1:pos:R:3:forces:R:3
C 0.86363 -3.54488 1.28206 0.06 -0.13 0.03
C 1.85980 -3.91751 0.20216 1.68 0.16 0.50
C 1.24532 -4.21524 -1.15676 -1.03 0.38 0.06
O 2.16046 -3.94846 -2.18158 0.21 -0.08 -0.28
C 2.55605 -5.07182 -2.96513 0.07 -0.37 -0.37
N 2.91837 -2.83006 -0.02177 -0.10 0.84 0.74
H 3.73471 -2.95952 0.57320 0.10 -0.45 -0.31
H 3.17788 -2.82987 -1.01905 0.02 -0.16 0.03
H 2.59627 -1.88465 0.23908 -0.70 0.11 -0.60
H 0.58853 -2.49110 1.27766 -0.03 -0.13 -0.35
H 1.22510 -3.78062 2.28303 0.00 -0.28 -0.06
H -0.01994 -4.14124 1.05052 -0.18 0.11 0.41
H 2.53754 -4.70131 0.55019 -0.61 -0.54 -0.17
H 0.37934 -3.54642 -1.25376 0.25 -0.01 -0.20
H 0.83170 -5.22420 -1.21070 0.31 -0.15 0.20
H 3.20307 -5.77027 -2.42580 -0.05 0.15 0.18
H 3.10085 -4.69617 -3.82722 0.01 0.10 0.06
H 1.68944 -5.62748 -3.33211 -0.05 0.12 0.07
C -3.82138 1.14171 -3.22673 -0.05 -0.25 0.17
C -3.37555 -0.26011 -2.84151 -0.65 0.37 0.90
C -2.41640 -0.92820 -3.76501 0.46 -0.34 -0.26
O -2.15058 -2.19344 -3.20562 -0.22 -0.37 0.24
C -1.01202 -2.83357 -3.73356 0.42 0.40 -0.17
N -2.75558 -0.22236 -1.47047 0.32 -0.03 0.76
H -2.56068 -1.13836 -1.05763 -0.18 -0.19 -0.55
H -1.82053 0.21763 -1.46841 -0.11 0.29 -0.18
H -3.33016 0.28849 -0.79346 -0.02 0.25 -0.26
H -2.97709 1.79679 -3.43891 0.00 -0.03 -0.22
H -4.38568 1.60091 -2.41441 -0.01 -0.04 0.00
H -4.49842 1.04893 -4.07393 0.19 0.23 -0.17
H -4.25510 -0.89253 -2.70945 0.01 -0.06 -0.18
H -1.47139 -0.37501 -3.85595 -0.15 0.22 -0.03
H -2.88205 -1.01589 -4.75272 0.12 0.01 -0.05
H -0.08880 -2.38250 -3.33978 -0.10 0.05 -0.02
H -0.98655 -2.73722 -4.82322 -0.03 -0.26 0.01
H -1.02531 -3.87731 -3.43339 -0.19 -0.07 -0.09
C 0.47531 0.81454 6.73252 -0.07 -0.18 -0.51
C 0.87438 -0.46799 6.02487 -0.43 -1.01 1.09
C 0.00178 -0.89999 4.86992 0.41 0.69 -0.38
O 0.20026 0.05733 3.84665 0.15 -0.54 -0.17
C -0.67127 -0.13465 2.72644 -0.66 0.35 -0.24
N 2.31589 -0.31948 5.61526 0.75 1.24 0.10
H 2.43207 0.62616 5.22671 -0.17 -0.28 -0.43
H 2.93001 -0.27976 6.43637 -0.19 -0.39 0.04
H 2.70757 -0.98848 4.95361 -0.31 -0.16 -0.02
H 0.36043 1.60578 5.99062 0.16 0.23 0.21
H 1.21818 1.03636 7.49804 -0.08 0.34 0.01
H -0.48553 0.68807 7.22475 -0.01 -0.08 0.03
H 0.86852 -1.27377 6.76520 0.06 -0.05 -0.13
H -1.02317 -0.92633 5.25101 -0.10 0.00 -0.15
H 0.26746 -1.89513 4.49360 -0.01 -0.10 0.18
H -1.09575 -1.14048 2.66429 0.10 -0.06 0.36
H -0.16854 0.01992 1.77035 0.39 0.21 0.31
H -1.48420 0.58803 2.81064 -0.09 -0.10 -0.14
C 3.14347 2.80099 -0.81326 -1.06 0.38 -0.50
C 1.87711 3.65027 -0.81458 -0.10 1.31 1.31
C 1.25726 4.00744 -2.14649 0.54 -1.29 -0.46
O 0.11750 4.74021 -1.86856 -0.47 0.22 -0.22
C -0.83696 4.74897 -2.94189 0.28 0.08 0.05
N 0.79928 3.03434 0.06111 0.52 -0.34 -1.58
H 1.03138 3.08436 1.04594 -0.07 -0.23 0.05
H -0.09040 3.52053 -0.09913 -0.11 0.08 0.10
H 0.72120 2.08030 -0.31764 -0.53 -0.21 0.61
H 3.94876 3.48589 -1.06214 0.35 -0.37 0.03
H 3.02091 2.01787 -1.56235 0.32 -0.04 -0.03
H 3.27883 2.31851 0.15123 0.27 0.14 0.10
H 2.02547 4.61457 -0.31580 0.41 -0.08 -0.06
H 1.06284 3.07429 -2.70670 -0.37 0.04 0.16
H 1.98903 4.52340 -2.78043 0.02 0.33 0.24
H -0.31689 4.67640 -3.89891 -0.05 0.04 -0.03
H -1.37558 5.68952 -2.89849 -0.06 -0.02 0.08
H -1.53197 3.91848 -2.82327 -0.02 -0.02 -0.01
N 0.49685 -0.42597 -0.76655 -0.87 -0.57 0.69
O -0.18727 -1.45921 -0.60830 0.30 0.42 -0.35
O 1.59136 -0.31905 -0.16512 0.28 0.30 -0.21
O 0.04169 0.51951 -1.43518 0.52 0.12 -0.01
As -2.97519 3.24959 0.61104 -0.49 0.17 0.13
F -1.52084 3.86775 1.36163 0.33 -0.17 0.04
F -2.77377 4.38837 -0.65768 0.09 -0.01 -0.24
F -4.33461 2.53721 -0.19371 -0.05 -0.17 -0.17
F -3.13195 2.06454 1.86331 0.32 -0.40 0.12
F -3.93389 4.31243 1.50360 -0.35 0.42 0.22
F -1.95186 2.11124 -0.28236 0.36 -0.11 -0.04
```
Forces are in eV/Å.

Results
energy relative to the best compared isomer or geometry (same formula, charge and spin): 0.0 kcal per mole
net charge: +2
calculated total energy: -4273.315273 a.u.

Löwdin atomic charge list, values in e, 6 entries:
1. C -0.032
2. C -0.274
3. C -0.197
4. O -0.209
5. C -0.053
6. N 0.215